[1]
58
Properties=species:S:1:pos:R:3:forces:R:3:mulliken_charge:R:1 method="wB97M-V/def2-TZVPD" orbital_gap_ev="6.9 / 6.4" largest_force_ha_per_bohr=0.015 e_above_lowest_kj_mol=0.00 total_energy_ev=-52290.9897 multiplicity=2 charge=+1
O -1.425941 1.824667 1.146902 -0.1 0.1 -0.4 -0.703
H -5.101983 5.027581 0.789134 0.0 0.0 0.0 0.419
C 4.504506 -1.946129 -1.257070 0.0 0.0 0.0 -0.246
C -2.460766 3.310778 -0.440380 0.1 0.0 0.0 0.506
C 5.145830 -0.082618 0.133098 0.0 0.0 0.0 -0.198
H -5.697156 -3.210376 1.171515 0.0 0.0 0.0 0.355
N 2.857709 3.711966 0.248322 0.0 -0.1 0.0 -0.403
S 1.198233 2.116261 1.625023 0.5 0.1 0.1 -0.345
H 7.856442 -1.511415 -1.302696 0.0 0.0 0.0 0.406
C -0.419642 -2.446716 0.764340 0.1 0.1 -0.1 0.480
H 3.734098 -2.576868 -1.683573 0.0 0.0 0.0 0.502
C -3.439307 4.682632 -2.147949 0.0 0.0 0.0 -0.685
H 2.558329 4.436975 0.872520 -0.1 0.0 0.0 0.211
C 0.082051 -3.590023 1.596094 0.0 0.0 0.0 -0.788
C 2.334768 -2.981891 0.962613 0.0 -0.2 0.1 0.029
H 3.382399 -3.241407 0.908297 0.0 0.0 0.0 0.563
C 1.911544 -1.807202 0.475900 -0.1 0.3 -0.2 -0.692
H 1.762804 -4.705986 2.198723 0.0 0.0 0.0 0.442
H 6.098009 -2.958745 -2.266203 0.0 0.0 0.0 0.398
C 4.154066 -0.903209 -0.400747 0.0 0.0 0.0 0.044
C -3.782441 -1.334051 -0.607845 0.0 0.0 0.0 -1.124
H -0.644740 -4.243997 2.061696 0.0 0.0 0.0 0.344
C 2.734395 -0.724694 -0.053513 -0.1 -0.2 0.1 0.885
H -5.779272 -3.045392 -0.582078 0.0 0.0 0.0 0.358
H -3.454661 5.049368 -3.165386 0.0 0.0 0.0 0.414
H -1.508670 -1.399053 2.266245 0.0 0.0 0.0 0.188
H -3.371176 3.393513 1.498128 0.0 0.0 0.0 0.429
C 1.387814 -3.850455 1.654370 0.1 0.1 -0.1 -0.997
H -3.002257 -3.377798 1.952233 0.0 0.0 0.0 0.475
H -1.724212 3.417708 -2.450298 0.0 0.0 0.0 0.458
C -3.914099 -2.411640 0.287987 0.0 0.0 0.0 1.235
C -3.404959 3.758319 0.479955 0.0 0.0 0.0 -0.386
N -1.743613 -0.570093 0.373954 0.0 -0.6 -0.3 0.061
H -4.832721 -4.347244 0.142647 0.0 0.0 0.0 0.356
C -2.920206 -2.595031 1.207231 0.0 0.0 0.0 -0.958
C -4.367620 4.669721 0.080021 0.0 0.0 0.0 -0.647
H 7.242176 0.321596 0.235861 0.0 0.0 0.0 0.404
C 2.344577 2.475981 0.326645 -0.1 0.1 0.0 0.750
C -4.383956 5.128467 -1.231451 0.0 0.0 0.0 -0.371
H 4.879881 0.722641 0.803006 0.0 0.0 0.0 0.405
H -2.618789 0.399154 -1.182864 0.0 0.0 0.0 0.521
H 3.558372 3.910755 -0.445607 0.0 0.0 0.0 0.239
C 5.833432 -2.158541 -1.588287 0.0 0.0 0.0 -0.753
O -0.572657 1.875066 -0.832455 0.0 -0.1 0.0 -0.803
C -2.473653 3.771558 -1.754722 0.0 0.0 0.0 -0.187
Ru 0.100258 0.424582 0.508550 0.0 0.7 0.3 0.696
C -5.124688 -3.302545 0.247979 0.0 0.0 0.0 -1.489
C -1.451172 2.327080 -0.025366 0.1 -0.2 0.3 1.032
N 0.585675 -1.381342 0.660305 0.1 -0.1 0.6 -0.018
N 2.710312 1.544837 -0.496185 -0.2 0.0 0.2 -1.351
N 2.073269 0.381273 -0.106918 -0.2 -0.2 -0.5 0.799
C 6.817895 -1.342913 -1.050178 0.0 0.0 0.0 -0.413
C -1.705207 -1.742757 1.244568 0.0 0.0 -0.1 0.256
H -0.641073 -2.823527 -0.248187 0.0 0.0 0.0 0.289
C 6.473291 -0.311371 -0.186651 0.0 0.0 0.0 -0.755
C -2.690068 -0.445877 -0.505958 0.0 0.0 0.1 -0.427
H -5.138277 5.839725 -1.541859 0.0 0.0 0.0 0.408
H -4.527146 -1.151276 -1.369446 0.0 0.0 0.0 0.379


[2]
10
Properties=species:S:1:pos:R:3:forces:R:3:mulliken_charge:R:1 method="wB97M-V/def2-TZVPD" orbital_gap_ev=7.8 largest_force_ha_per_bohr=0.022 e_above_lowest_kj_mol=191.24 total_energy_ev=-26891.9070 smiles="COC(=S)C=S"
C -1.510905 0.208389 -1.542768 -0.6 -0.1 -0.8 -0.738
C 0.469989 -0.333816 -0.332837 0.6 -0.5 0.5 0.537
S 2.056609 -0.665394 -0.193702 -0.3 0.1 0.1 -0.253
H -1.762437 1.270591 -1.383908 0.7 -0.3 0.1 0.304
S -1.082822 0.935329 1.525266 0.3 -0.1 0.1 -0.138
O -0.102830 -0.107981 -1.485392 -0.6 0.7 -0.7 -0.289
C -0.379815 -0.363806 0.881394 -0.6 -0.3 0.5 -0.388
H -2.048942 -0.375045 -0.797202 -0.1 0.0 -0.3 0.402
H -0.589443 -1.371824 1.295368 0.4 0.6 -0.2 0.318
H -1.832752 -0.043442 -2.570881 0.3 -0.1 0.6 0.244


[3]
8
Properties=species:S:1:pos:R:3:forces:R:3:mulliken_charge:R:1 method="wB97M-V/def2-TZVPD" orbital_gap_ev=10.5 largest_force_ha_per_bohr=0.105 e_above_lowest_kj_mol=589.20 total_energy_ev=-5112.8535
H 0.948769 -1.320789 -0.932139 -1.1 0.5 4.3 0.219
H -1.065486 1.257601 -0.634634 0.3 -0.1 0.2 0.187
H 0.046380 0.004569 -1.373923 0.4 0.0 -0.3 0.050
N -0.803632 -0.510331 0.463024 -3.0 -3.0 0.7 -0.271
H 0.472109 1.000472 1.616755 -0.2 -1.4 -1.0 0.262
C 0.282944 0.279579 0.764734 3.8 1.5 1.9 0.417
C -0.358774 0.431789 -0.465792 -2.1 3.5 -3.5 -0.431
N 0.477690 -1.142889 0.561977 1.9 -0.9 -2.2 -0.433


[4]
73
Properties=species:S:1:pos:R:3:forces:R:3:mulliken_charge:R:1 method="wB97M-V/def2-TZVPD" orbital_gap_ev=8.1 largest_force_ha_per_bohr=0.059 total_energy_ev=-123598.1749
F 1.177974 -1.662941 4.094068 0.2 0.1 0.6 -0.128
P 0.304005 -0.971603 -2.221522 -0.8 0.7 0.3 -0.638
C 1.525358 1.891586 1.301552 1.3 -0.9 -0.3 -0.453
O 0.173789 -3.888178 2.334594 0.0 -0.4 0.4 -0.646
H -0.407511 2.163775 0.424954 -0.6 -0.8 -0.3 0.763
N 0.825625 0.507298 -2.784657 1.0 -0.1 0.4 0.206
H -3.147681 -1.901236 -2.241903 0.3 -0.1 0.2 0.409
H 1.050237 -3.402492 -1.543187 0.1 0.1 0.6 0.212
F 3.194840 -2.529643 4.144227 0.2 0.7 0.0 -0.245
N 1.792503 0.514619 1.274414 0.3 0.3 1.0 0.163
F 1.608874 -3.599060 5.052495 -0.7 0.1 0.4 -0.238
H 0.255644 2.359584 -1.926399 0.1 0.1 0.1 0.262
H -2.030659 -1.828936 -0.807393 -0.4 0.5 -0.5 -0.062
H 2.603625 -3.336044 -2.415956 0.0 -0.3 0.1 0.364
H -2.740034 -3.024708 2.462608 0.3 -0.3 0.3 0.356
H 0.198777 2.250114 -3.718992 0.3 0.3 0.0 0.330
C -2.803847 2.269545 -0.468566 0.2 -1.5 -0.9 0.139
H 1.442362 5.742779 1.490933 0.8 -0.2 -0.2 0.393
C 2.251271 0.789210 -2.450421 -0.9 -1.6 0.7 -0.890
H 2.788720 -0.135215 -2.687220 0.4 0.4 -0.1 0.358
H -0.981796 -0.176606 -4.586250 -1.1 -1.5 0.9 0.346
H -3.248494 4.378626 -0.153373 0.1 -0.6 0.4 0.402
N 3.626274 1.591968 1.928328 -2.1 -0.4 -0.1 -0.065
H -1.329190 -1.420645 4.614549 -0.5 0.2 -0.2 0.264
H 2.277443 0.890045 -1.357926 0.5 0.4 -0.1 0.100
C -2.402826 1.036684 0.093229 -1.1 0.7 0.7 -0.791
C -2.105108 -1.933391 -1.904845 -0.1 -1.0 1.6 -1.306
H -4.042581 -1.879019 2.235242 0.4 0.2 -0.1 0.393
H 3.503937 -0.548063 1.955885 -0.2 0.3 -0.2 0.544
H -2.347905 0.175425 -0.532349 0.3 -0.3 -0.6 0.698
H 3.587100 4.474254 2.143684 -0.2 -0.1 -0.5 0.316
H -3.012109 -2.393342 0.880469 -0.2 0.1 0.2 0.338
Zn 0.363710 -1.012619 1.186287 0.4 -0.6 0.2 4.350
C 1.613357 4.675561 1.336009 -1.6 0.2 -0.1 -0.573
H 1.145690 -4.213907 -3.063123 0.4 0.8 0.0 0.307
H -2.765175 -0.351156 4.498040 -0.2 -0.1 0.0 0.419
C 2.725912 3.974095 1.684864 1.4 -0.2 1.6 -0.930
C 0.046052 1.723180 -2.781119 -0.8 -0.4 -0.3 -0.891
H -0.996631 1.446124 -2.776934 -0.4 0.1 0.2 0.204
C -2.716046 3.246210 1.661099 -1.2 0.9 0.5 -0.692
H -2.417505 1.888266 3.283411 0.1 0.4 0.6 0.421
O 1.922451 -2.541426 1.463247 0.4 0.9 -0.3 -0.898
C -3.007515 -2.117581 1.943604 -0.1 0.2 -0.6 -1.287
C 2.658787 2.572154 1.718929 0.6 0.9 -0.6 0.538
C -2.303035 0.848434 1.483525 0.1 0.2 -1.0 0.125
H 4.523820 1.636982 2.288903 1.7 0.6 0.8 0.154
H -1.131249 0.268352 4.494726 0.2 0.5 0.0 0.398
H -2.980743 2.209118 -1.554664 0.0 0.6 0.5 0.364
H -1.915516 -1.797480 -4.454348 0.5 -1.1 -0.6 0.314
C 0.465300 2.596727 0.827410 -1.1 1.5 -0.3 0.676
H -2.866146 4.082950 2.361260 0.2 -0.3 -0.5 0.332
H -2.677618 -0.347111 -4.033074 0.3 0.0 0.1 0.396
H 2.171125 -2.522336 -4.899746 -0.8 1.2 0.7 0.326
C 1.330048 -1.853127 -4.503136 1.1 -1.5 -2.0 -1.003
S 1.587402 -3.621410 2.406548 -0.5 0.1 0.4 0.900
N -1.313189 -0.970611 -2.595998 0.5 0.9 -0.5 0.883
N 1.115972 -2.044294 -3.129747 0.2 -1.5 1.8 0.484
H -0.391453 4.525314 0.471462 0.7 -0.4 0.6 0.356
O 0.439597 -1.358880 -0.779364 0.1 0.5 -0.8 -1.675
C -1.760836 -0.528642 4.124333 0.7 -0.4 0.5 -1.355
C 3.015931 0.406454 1.749032 -0.2 -0.9 -0.7 -0.754
H 0.483746 -2.082951 -5.152451 -0.3 -0.2 0.1 0.206
C 1.518767 -3.318737 -2.502096 -0.4 -0.5 -1.0 -1.011
H 2.635599 1.666986 -2.947796 0.0 0.1 -0.3 0.406
H 1.523193 -0.822076 -4.619634 0.7 1.1 -0.8 0.404
C -2.988913 3.407159 0.297571 0.7 0.0 0.3 -0.870
O 2.527057 -4.695986 2.463955 0.0 -0.3 -0.3 -0.676
C 1.886855 -2.798409 4.040487 0.3 -0.7 -1.1 0.625
C 0.483899 3.976090 0.877198 -0.3 0.3 -0.6 -1.550
Si -1.697843 -0.769336 2.276203 -0.7 -0.3 -0.3 0.098
H -1.661946 -2.921556 -2.007117 -0.4 -0.6 -0.6 0.292
C -2.480871 2.001169 2.221075 0.2 0.1 0.3 -0.487
C -1.700658 -0.866085 -3.989097 0.0 2.9 -0.7 -1.222


[5]
14
Properties=species:S:1:pos:R:3:forces:R:3:mulliken_charge:R:1 method="wB97M-V/def2-TZVPD" orbital_gap_ev=9.3 largest_force_ha_per_bohr=0.009 e_above_lowest_kj_mol=453.37 total_energy_ev=-8368.5829
C -1.468836 0.618124 -0.014890 0.1 0.0 0.0 -0.405
H -1.907835 1.472825 -0.527504 0.0 -0.1 0.0 0.283
H 2.721673 0.137711 1.225528 -0.1 0.0 -0.1 0.243
C -2.173844 -1.696695 0.098530 0.2 0.4 0.0 -0.266
H 2.513363 0.689885 -0.459374 -0.1 -0.1 0.1 0.300
C -0.042559 0.334584 -0.474391 -0.3 0.1 -0.1 -0.514
C 2.120067 0.022046 0.322584 0.3 -0.1 0.0 -0.720
O 0.793372 0.343493 0.656411 -0.1 0.0 0.0 -0.317
H -1.167226 -1.692856 0.616363 -0.2 0.0 -0.1 0.179
H 2.195028 -1.015850 -0.034538 0.0 0.1 0.0 0.302
H -1.472116 0.797761 1.062040 0.0 0.0 -0.1 0.303
H 0.006601 -0.634858 -0.990854 0.0 0.0 0.1 0.415
H 0.283410 1.102068 -1.191624 0.0 -0.1 0.1 0.399
O -2.401093 -0.478234 -0.288278 0.0 -0.4 0.0 -0.203


[6]
18
Properties=species:S:1:pos:R:3:forces:R:3:mulliken_charge:R:1 method="wB97M-V/def2-TZVPD" orbital_gap_ev=10.2 largest_force_ha_per_bohr=0.007 e_above_lowest_kj_mol=41.75 total_energy_ev=-8901.2646 smiles="CC(C)N(C)C=O"
C 1.385829 1.391836 -0.724463 -0.1 0.0 0.0 0.109
H 0.998022 -0.472814 1.762158 0.0 0.0 -0.1 0.291
C -0.939443 -1.430865 -0.592165 0.0 0.0 0.0 -1.521
H -1.315169 0.320035 1.583958 0.0 0.0 -0.1 0.275
C -1.476496 0.751095 0.587912 -0.1 0.1 0.1 -1.253
H -0.798560 0.540313 -1.431113 0.0 -0.1 0.1 0.309
H -0.823659 -1.955259 0.363653 0.0 0.1 -0.1 0.348
C 1.497011 -0.520727 0.785770 0.1 -0.1 0.1 -0.835
C -0.617494 0.056213 -0.467384 -0.1 0.0 -0.1 0.338
O 0.837663 2.193955 -1.458202 0.2 -0.2 0.2 -0.574
H -1.979995 -1.550406 -0.908926 0.1 0.0 0.0 0.419
N 0.807985 0.275402 -0.207789 0.1 0.2 0.0 0.146
H -0.300063 -1.920916 -1.335071 -0.1 0.1 0.1 0.373
H 2.515948 -0.142681 0.911516 -0.2 0.0 0.0 0.316
H -1.248620 1.821771 0.629177 0.0 -0.2 0.0 0.358
H 2.439676 1.496214 -0.405109 -0.1 0.1 -0.1 0.261
H -2.537281 0.640198 0.342472 0.1 0.0 0.0 0.371
H 1.563304 -1.571206 0.484235 0.0 0.1 0.0 0.269


[7]
65
Properties=species:S:1:pos:R:3:forces:R:3:mulliken_charge:R:1 method="wB97M-V/def2-TZVPD" orbital_gap_ev=4.6 largest_force_ha_per_bohr=0.018 total_energy_ev=-145378.4459 charge=-2
C 1.710756 3.270507 -1.138378 0.3 0.1 0.2 0.152
O 1.698949 4.441940 -1.553970 -0.1 0.0 -0.1 -0.796
N 1.354399 2.136078 -1.732655 0.0 0.3 -0.2 0.093
Ba 0.316571 0.202748 -0.200426 -0.7 -0.4 0.4 1.526
H 3.966641 2.646345 3.674285 0.0 0.0 0.0 0.416
C 2.927502 1.753421 2.029755 0.1 0.1 0.1 -0.679
Cl 0.435785 2.042895 -7.615172 0.0 0.0 0.0 -0.278
C -2.436801 -1.178322 2.394201 0.0 0.1 0.0 -0.962
H 3.840511 4.938113 2.655132 0.0 0.0 0.0 0.380
C -0.902254 -0.844361 -3.353898 -0.2 0.1 0.1 0.254
C -4.085602 -2.706308 -1.242741 0.0 0.1 0.1 -0.617
H 2.446679 3.750374 -3.538648 0.0 0.0 0.0 0.519
C 2.582361 -2.524802 -1.985403 0.1 0.2 0.0 -1.461
H -2.638212 -0.112938 2.441735 0.0 0.0 0.0 0.665
C -3.596651 -3.305142 -2.395526 0.0 -0.1 -0.1 -0.364
C 0.208756 1.194143 -3.685073 0.0 0.0 0.0 -0.453
O -1.461540 2.077565 2.907796 -0.1 0.0 0.0 -0.773
H -2.099536 -3.112046 -3.955891 0.0 0.0 0.0 0.438
H -3.818591 -1.686571 3.964334 0.0 0.0 0.0 0.468
Cl 2.499038 4.122610 -6.325808 0.0 0.0 0.0 -0.279
N 0.136121 0.431497 2.833834 0.1 0.2 0.1 0.516
H -3.782705 -1.087942 0.128723 0.0 0.0 0.0 0.620
O 0.850869 -3.377956 -0.704299 -0.1 -0.1 0.1 -0.664
C 2.296613 3.100232 0.276228 -0.1 0.1 -0.1 0.177
C -1.230430 -2.855665 1.421467 -0.1 -0.1 0.1 -0.238
H -1.470165 1.149547 5.449376 0.0 0.0 0.0 0.257
C 3.495918 2.816205 2.715065 0.0 -0.2 0.0 -0.781
C 0.044370 1.203451 -5.076198 0.0 0.0 0.0 -0.430
C -0.492780 1.285979 4.984987 0.0 0.0 0.0 -0.479
C -3.090540 -2.048329 3.252326 0.0 0.0 0.0 -0.571
C 0.849688 -0.263543 3.755322 0.2 0.1 -0.1 0.226
H 3.433818 -1.888544 -1.725609 0.0 0.0 0.0 0.248
H -4.042817 -4.216042 -2.779129 0.0 0.0 0.0 0.391
C 2.815993 4.225788 0.912312 0.0 0.0 0.0 -0.394
Br -3.626083 -4.649902 4.299596 0.0 0.0 0.0 -0.230
C 0.717187 2.094151 -5.888762 -0.1 -0.1 -0.1 0.026
H 1.395417 0.411318 5.723646 0.0 0.0 0.0 0.255
N 2.343594 1.898972 0.844213 0.0 -0.2 -0.2 0.012
O 1.721612 -1.089150 3.510233 0.0 0.0 0.0 -0.770
H -4.925541 -3.111499 -0.693847 0.0 0.0 0.0 0.411
C 3.423709 4.077542 2.143327 0.0 0.1 0.0 -0.294
H 2.880964 -3.578014 -2.024861 0.0 -0.1 0.0 0.338
H 2.247983 -2.201165 -2.976820 -0.1 0.0 0.0 0.210
N -0.541287 0.339155 -2.864662 0.4 0.2 -0.1 -0.239
C -2.535045 -2.716678 -3.050356 0.0 0.0 0.0 -0.418
H 2.923304 0.750004 2.440003 0.0 0.0 0.0 0.707
H -1.536259 -4.853671 2.161604 0.0 0.0 0.0 0.515
C -3.448517 -1.565832 -0.783672 -0.1 -0.1 0.0 -0.535
C -0.666382 1.321740 3.460631 -0.1 0.1 -0.1 0.058
H 0.053374 -0.722991 5.698921 0.0 0.0 0.0 0.226
C 1.776765 3.021571 -3.964430 -0.1 0.0 -0.1 -0.412
C -1.820635 -3.814834 2.248002 0.1 0.0 0.0 -0.780
C 1.089758 2.152050 -3.113027 0.1 0.0 0.0 0.022
H -0.491034 -3.147438 0.670265 0.0 0.0 0.0 0.460
N -2.413167 -1.000873 -1.396399 0.0 0.2 0.0 0.000
O -0.552450 -1.430548 -4.391841 0.0 0.0 0.0 -0.797
C -1.983651 -1.544050 -2.531372 0.1 -0.1 -0.1 0.179
H -0.108331 2.252487 5.316208 0.0 0.0 0.0 0.265
C 0.482448 0.141868 5.190575 0.0 0.0 0.0 -0.557
H 2.726881 5.175933 0.406610 0.0 0.0 0.0 0.464
C 1.599403 2.997395 -5.333973 0.1 0.1 0.1 0.043
C 1.416161 -2.313151 -1.005474 0.2 -0.3 -0.2 0.468
N -1.539868 -1.564178 1.489315 0.0 -0.1 0.1 0.596
H -0.611875 0.478470 -5.528693 0.0 0.0 0.0 0.538
C -2.761145 -3.389610 3.156984 0.0 0.0 0.0 0.113


[8]
8
Properties=species:S:1:pos:R:3:forces:R:3:mulliken_charge:R:1 method="wB97M-V/def2-TZVPD" orbital_gap_ev=10.0 largest_force_ha_per_bohr=0.056 e_above_lowest_kj_mol=81.88 total_energy_ev=-42065.0606 smiles=NN(Cl)N(Cl)Cl
N 0.468899 0.615660 -0.302202 0.3 -2.6 0.7 0.042
Cl 1.119451 0.349739 2.279718 0.4 0.5 0.6 0.008
Cl -0.931793 -1.236379 1.235576 0.1 0.3 -0.1 -0.074
Cl -0.481042 1.836282 0.245990 -1.5 2.4 0.7 -0.009
H -1.016365 -0.596008 -1.105073 0.9 1.3 0.1 0.281
H 0.433592 -0.572522 -1.869598 0.3 0.3 0.1 0.256
N -0.208273 0.037810 -1.370955 -0.4 -1.7 -0.2 -0.469
N 0.615530 -0.434584 0.886543 -0.2 -0.4 -2.0 -0.036